1.
The molecule C28H38N4O5S. Source: OMol25; level of theory: ωB97M-V/def2-TZVPD.

Structure (ORCA input):
```
! wB97M-V def2-TZVPD RIJCOSX def2/J DEFGRID3
* xyz 0 1
H -2.34500 -6.73294 0.04379
C 4.59436 -0.14561 -0.13845
C -2.33996 1.47055 1.71132
C -3.41688 5.07031 -2.35165
C 2.12966 -0.49317 -0.47153
H -4.89053 -4.12069 0.24873
H -3.52772 -0.25113 2.11664
C 4.57526 0.97537 0.71778
H -0.22802 4.10467 -1.43043
S -0.90076 3.71476 1.12899
H -1.51229 6.05971 -2.19969
C -1.94033 -0.70835 0.74942
H -4.50135 -7.79404 0.13097
H -3.80186 4.09159 -2.64907
H 9.36015 -2.32660 -0.86508
C -3.62190 -2.48841 0.81931
H -4.36964 -6.73828 1.54323
H 5.80079 -1.62881 -1.06544
N -0.20945 -1.01026 -0.88624
C -1.32132 -3.06249 0.95839
H -3.59634 3.34677 -0.18539
O 3.38924 1.60422 0.90842
O 8.21874 -0.93243 -0.00239
N -2.27291 -2.04488 0.54119
H -3.50356 6.36865 -0.63799
H -1.41852 -4.16810 -0.89528
H -1.44509 -3.27007 2.03252
C -0.50256 1.16310 0.18411
H 8.00447 -1.78317 -1.88379
H -1.63230 3.04195 -1.72767
H -5.35958 -6.25820 0.16131
C -3.87682 -3.77829 0.03975
C -1.31733 4.06166 -1.44851
C -3.21265 -6.09752 -0.15075
H -3.33270 -6.01888 -1.24598
H 3.59126 2.72799 2.64373
H 7.87560 1.06595 1.50814
H -0.83661 -1.68525 -1.31359
C 6.99412 -0.36001 0.18884
C -1.24548 1.96466 1.03103
C 5.81404 -0.78165 -0.39775
O -1.44105 4.22966 2.35240
H -4.92606 5.32839 -0.81781
H -3.41842 4.60122 1.07337
C 8.30965 -2.04000 -0.86413
H -1.56821 4.80704 -3.45115
H -3.79397 -3.56711 -1.04298
O 0.48820 3.94515 0.84708
O 1.34825 -1.99083 -2.14036
C -3.84032 5.36945 -0.91572
N -2.93672 -4.80328 0.45021
C 6.95717 0.73784 1.04842
H 0.31949 1.59600 -0.36250
H -2.89100 2.12914 2.36267
C 5.77125 1.39439 1.29839
H -3.77413 -2.68956 1.89049
H 2.36769 3.24342 1.44933
C -3.20544 4.35531 0.03270
C 1.10644 -1.19930 -1.24418
H -3.83301 5.81707 -3.02979
C -1.58496 -4.34846 0.18245
H 1.82233 0.11007 0.36317
C 3.37535 2.84820 1.57758
C -0.83643 -0.17680 0.03541
H 5.78220 2.24134 1.96510
H -0.30033 -2.72371 0.78823
H 7.70632 -2.88029 -0.50509
H -4.32699 -1.72269 0.49066
C -4.44284 -6.75965 0.45948
C 3.42019 -0.68192 -0.78754
H 4.09275 3.54435 1.13451
H 3.61530 -1.34740 -1.62206
N -1.77040 4.39051 -0.11796
H -0.88252 -5.11633 0.51310
C -1.89300 5.06725 -2.44287
C -2.68499 0.13890 1.56852
*
```

The HOMO-LUMO gap comes out at 8.0 eV. Its structure (SMILES) is CCN1CCN(c2ccc(S(=O)(=O)N3CCCCC3)cc2NC(=O)/C=C/c2cc(OC)ccc2OC)CC1. The total energy is -2083.145113 a.u. Its largest force on an atom is 1.023 eV Å⁻¹.



2.
The molecule C3H2F2N2. Source: OMol25; level of theory: ωB97M-V/def2-TZVPD.

Structure (ORCA input):
```
! wB97M-V def2-TZVPD RIJCOSX def2/J DEFGRID3
* xyz 0 1
N 1.35465 0.08197 1.10630
C 0.37744 -0.86816 -0.61776
C 0.30609 0.77388 0.96333
H -1.57190 -0.11227 0.31826
F -0.14565 1.86696 1.54120
C -0.71663 0.09624 -0.28103
F -1.31882 0.35642 -1.59343
N 1.37071 -0.83885 0.14742
H 0.34412 -1.35618 -1.58429
*
```

The HOMO-LUMO gap comes out at 9.3 eV. Its structure (SMILES) is FC1=NN=C[C@@H]1F. The total energy is -424.615972 a.u. Its largest force on an atom is 4.598 eV Å⁻¹.



3.
C21H27FN3O2RuSe2Si as an isolated structure. Source: OMol25; level of theory: ωB97M-V/def2-TZVPD.

Structure (ORCA input):
```
! wB97M-V def2-TZVPD RIJCOSX def2/J DEFGRID3
* xyz 1 5
C 2.18846 0.05401 1.70085
H 0.74290 -0.44971 6.10232
C -4.55643 -1.47301 -3.16363
F -5.28418 -1.60667 -4.28489
Si 0.37484 -4.36324 -0.24602
H 0.25390 2.78678 -5.40225
N -0.10011 -0.45292 2.34197
H -1.65964 -5.60737 -0.94180
H 2.52966 -0.04156 4.36436
H -1.34486 -3.83407 1.47778
H -0.19045 -6.42601 -1.46646
C 2.42229 2.64257 -1.31746
H -2.59008 -3.27678 -1.12802
C 0.50945 -0.44783 5.04688
H -0.77769 -5.02567 -2.35457
C 1.66649 2.80098 -3.70058
H -2.38084 3.04292 -3.81904
C 0.49483 2.67004 -4.36193
Ru -0.24833 -0.45422 0.08721
H -2.62882 -0.23825 0.99191
H 2.74034 -4.21867 0.45607
H -0.34669 -5.20123 1.94379
Se -0.81188 1.91988 -0.61491
C -3.75464 -0.11354 -1.38403
Se 0.35152 -2.25376 -1.27189
C -1.86062 2.08986 -3.74587
H 3.39731 2.47228 -1.76486
O 3.32445 0.32754 2.00459
H -1.92062 1.55514 -4.69038
C -3.87725 -2.57424 -2.67318
C -2.21997 -1.03962 0.36631
C 1.49711 -0.22737 4.10547
C -4.52292 -0.24505 -2.53140
C -0.66372 -5.44941 -1.35709
H 2.61669 -4.72487 -1.23034
H 0.29700 -3.56628 2.09588
C -1.05491 -0.65583 3.25623
H -2.17346 -1.96439 0.94264
C 0.12121 2.23549 -2.22064
C 2.17239 -4.83455 -0.24137
H -1.59726 -0.82695 5.31150
H 2.27826 -5.87925 0.05842
H 2.64936 3.05659 -4.05078
C 1.15378 -0.23424 2.76695
H -3.73106 0.83994 -0.86955
N 1.42140 2.52884 -2.37726
C -0.32472 -4.21471 1.47613
H -5.10363 0.57638 -2.92719
N -0.45437 2.31585 -3.43437
H -3.95334 -3.52314 -3.18456
H 2.23383 1.89327 -0.55547
O 1.72063 -0.00652 0.49320
H 2.37933 3.64134 -0.88691
C -0.79047 -0.66001 4.61342
H -2.05762 -0.82848 2.89528
C -3.03235 -1.19050 -0.87264
H -2.29701 1.48494 -2.95744
C -3.12150 -2.42084 -1.52508
*
```

The HOMO-LUMO gap (spin up / spin down) comes out at 8.0 / 6.4 eV. The total energy is -6418.112963 a.u. Its largest force on an atom is 0.480 eV Å⁻¹.



4.
A 2-piece molecular cluster, C9H14O overall. Source: OMol25; level of theory: ωB97M-V/def2-TZVPD.

Structure (ORCA input):
```
! wB97M-V def2-TZVPD RIJCOSX def2/J DEFGRID3
* xyz 0 1
H 0.52638 2.04574 -1.53626
C 0.37802 -2.65422 -0.97224
H -0.19581 0.82823 1.64709
H 1.71127 0.28905 3.67242
H 1.35748 0.76920 0.75717
H 1.44716 -2.63831 -1.15623
C -2.19514 0.11378 -1.01127
C -1.66373 -1.16016 -0.95754
H 2.68576 1.20303 2.55074
C -1.38576 1.22575 -1.20752
H -3.25609 0.32165 -0.94198
O -2.07957 2.41034 -1.35684
H 0.17012 -3.16131 -0.03691
H -2.35107 -1.94140 -0.67559
H 1.49997 -0.38469 -1.57981
H -1.52633 3.16589 -1.09244
H 0.89179 -0.48623 1.67285
C 1.67668 1.09355 2.94690
C -0.01354 1.11878 -1.39213
C 0.86767 0.61404 1.70613
C 0.46075 -0.19161 -1.40602
H -0.03552 -3.32885 -1.73749
H 1.31644 2.06622 3.24556
C -0.28690 -1.31846 -1.13856
*
```

The HOMO-LUMO gap comes out at 9.2 eV. Its structure (SMILES) is Cc1ccc(O)cc1.CC. The total energy is -426.545476 a.u. Its largest force on an atom is 2.203 eV Å⁻¹.



5.
C7H5NO11P2S3SbW as an isolated structure. Source: OMol25; level of theory: ωB97M-V/def2-TZVPD.

Structure (ORCA input):
```
! wB97M-V def2-TZVPD RIJCOSX def2/J DEFGRID3
* xyz 0 2
O 2.50942 -3.52901 -0.28889
C 0.12859 1.23110 -1.87318
O 0.21579 0.30779 -2.62326
S -0.57339 0.26442 2.45251
C -3.20415 3.02342 -1.47572
P 1.52124 -2.33796 -0.35107
O 0.92288 -1.99444 1.01226
O -1.07950 -0.93008 -0.30493
S 0.59038 4.05498 3.14386
C -1.09952 1.93810 -1.41967
O -4.77818 4.73064 -1.65278
O -1.62841 -3.33850 0.03313
O -4.58016 3.21327 -3.33786
S 2.55894 0.74631 1.67998
C -2.24030 2.20436 0.56665
W 0.55805 0.02947 0.32523
N -1.14067 1.78941 -0.07369
O 2.07534 -0.97494 -0.78169
H -2.06617 2.54662 -3.23857
O 0.35240 -2.73623 -1.33327
H -2.27838 2.03478 1.63514
C -2.09812 2.50407 -2.15810
H -2.37436 -3.88359 -0.24822
C -3.25978 2.85529 -0.09630
H 2.93743 -3.80769 -1.10965
Sb 0.80739 2.13970 2.14351
O -2.01611 -2.28890 -2.28959
C -4.34167 3.73316 -2.24079
P -1.22042 -2.29254 -1.08136
O 1.09820 1.49061 -0.89521
H -4.10156 3.26588 0.44452
*
```

The HOMO-LUMO gap (spin up / spin down) comes out at 4.5 / 3.8 eV. The total energy is -3337.014190 a.u. Its largest force on an atom is 1.473 eV Å⁻¹.



6.
C42H59Cl2N2O4PSTi as an isolated structure. Source: OMol25; level of theory: ωB97M-V/def2-TZVPD.

Structure (ORCA input):
```
! wB97M-V def2-TZVPD RIJCOSX def2/J DEFGRID3
* xyz 2 1
H 1.90040 -7.85627 1.16250
H 0.98050 5.36355 0.01128
C -1.35155 3.98992 -1.16140
C -2.37472 3.32733 2.02908
C -3.45917 0.51514 0.76816
H -2.79148 3.43689 1.03049
H -2.44090 3.27882 -4.27489
C -0.89268 3.66506 2.11335
C 1.73916 0.71542 -2.23689
H -2.84809 -5.70575 5.04861
H -2.91969 4.00250 2.69200
H 0.26101 5.55466 1.90392
C 3.26533 -3.50584 -2.47160
H -1.40876 4.77881 -0.42743
O 1.75587 -0.45541 1.19312
C -0.48599 1.84316 -1.88144
H 2.45766 0.53135 -4.82437
C 2.61349 -0.35841 -2.02140
H -4.97131 2.25587 -1.74125
C 1.85177 3.49907 0.76950
H -2.20770 -0.38366 -1.85222
C -0.08803 -0.67670 -1.40641
C 2.20736 1.86046 -3.11930
H 3.87468 3.16735 -3.50133
C 3.16532 -2.68040 -1.17866
C -2.01063 4.16359 -2.36427
H 3.34160 4.38494 1.99741
H -0.64035 -8.27807 3.53802
C -1.92871 3.17349 -3.32767
P 0.10920 2.67081 0.81644
O 0.04339 -0.15974 2.65105
H -3.08092 -2.50492 -1.55905
C 3.69427 2.21713 -3.00022
H -1.77820 -2.67446 -0.37574
C -1.22166 -1.37892 -3.47916
C 0.13557 -7.01752 2.01378
C -4.50884 0.60124 1.69617
C -1.16155 2.04651 -3.08453
H 3.91582 -4.36743 -2.32281
H -6.78746 2.37779 -0.05462
H -1.13732 5.59973 2.95394
C 1.93299 1.45665 -4.58031
H 3.04287 1.69819 1.02008
H 1.63007 4.30342 -1.24603
C 2.33136 3.99447 2.13608
C 4.55003 -2.22967 -0.70958
C -0.56919 -7.27192 3.15367
H 2.58490 2.03322 -0.64828
O 1.93408 -1.44667 3.34066
H -1.39668 -6.20403 5.90697
N 0.20849 -5.72993 1.59442
H -2.58013 5.06572 -2.54296
S -0.15616 -3.12659 1.66127
H -0.47926 -2.16488 -3.62778
C -0.38914 -4.68585 2.26189
H 5.12570 -3.09816 -0.39307
H -1.58832 -3.32324 -1.99172
H -1.36605 5.60828 1.22136
Ti -0.23773 0.15747 0.77488
C 0.82524 -8.04456 1.18357
C -1.99956 -2.48833 -1.42304
H -2.32192 -1.24668 0.60732
H 4.03448 2.31211 -1.97209
C -0.39904 3.17014 3.48454
H 2.39403 3.18479 2.85705
C -0.75430 5.18897 2.01784
H 3.68385 -2.89794 -3.27595
H 3.83317 2.99200 0.14343
H 0.61967 3.47194 3.71164
C 0.84951 -1.70127 -1.19667
C -1.20572 -6.19214 3.79962
C -3.67228 1.12767 -0.46879
H 2.29566 2.24204 -5.24289
H 5.10572 -1.74186 -1.51176
C 0.41511 0.63165 -1.76708
C -4.84805 1.79331 -0.77070
H 3.63773 -0.26984 -2.36082
H 1.61042 2.74744 -2.89923
H 0.87282 1.30864 -4.78010
H -2.37634 -7.42904 5.10472
H -2.54815 2.32017 2.38794
C -5.68993 1.26279 1.40559
C -1.45292 -1.15707 -1.96997
H -2.89429 1.10336 -1.21686
H -2.15553 -1.69814 -3.94224
H -2.23556 -0.51021 2.17059
C -2.22289 -0.27243 1.10263
C -5.86260 1.86401 0.17006
H -0.47044 2.08626 3.56519
Cl 1.53119 -0.32168 2.64172
H 2.72862 -3.30949 -0.39663
C 2.87893 2.48137 0.28845
O 2.08317 0.88737 3.10244
C -0.60344 2.84622 -0.88201
H 1.73601 4.80391 2.54588
C 2.21820 -1.53169 -1.40688
H 2.72159 5.20453 -0.19103
H -6.46872 1.30129 2.15487
H 0.73170 -5.51177 0.76093
H 0.45453 -8.01291 0.15737
H -1.08019 1.30740 -3.86532
H 0.65515 -9.04158 1.57902
C 1.77727 4.65857 -0.22656
H 4.47427 -1.54146 0.13366
N -1.11078 -4.94908 3.34748
H 4.31724 1.47121 -3.49600
H -0.86652 -0.49180 -3.99721
C -2.01573 -6.40534 5.02900
H -1.04598 3.59806 4.25205
H 2.28574 -3.86507 -2.79353
Cl -4.34617 -0.09503 3.27809
H 0.48156 -2.69444 -0.98308
*
```

The HOMO-LUMO gap comes out at 5.3 eV. The total energy is -4554.896576 a.u. Its largest force on an atom is 2.513 eV Å⁻¹.